Record 1
One molecule with the formula C3H4N2O, computed with ωB97M-V/def2-TZVPD.

```
! wB97M-V def2-TZVPD RIJCOSX def2/J DEFGRID3
* xyz 0 1
O -0.687 1.757 -0.115
C -0.552 0.461 -0.287
N 0.273 -0.041 -1.328
C 0.997 -0.589 -0.343
C 0.254 -0.648 0.860
N -1.199 -0.406 0.553
H -0.132 2.176 -0.795
H 2.040 -0.895 -0.470
H 0.580 -0.606 1.887
H -1.574 -1.209 0.039
*
```

The energy above the lowest of the compared OMol25 structures with the same formula, charge and spin comes out at 98.1 kcal per mole. The calculation puts the total energy at -301.3308 a.u. The LUMO energy comes out at 0.02628 Eh. Its HOMO-LUMO gap is 8.614 eV.

Results of the Mulliken charge analysis, in e, for atoms 1 through 4:
1. O -0.459
2. C 0.755
3. N -0.743
4. C -0.015

Record 2
C17H18F2MnN3O4 as an isolated structure at a distorted geometry, computed with ωB97M-V/def2-TZVPD.

```
! wB97M-V def2-TZVPD RIJCOSX def2/J DEFGRID3
* xyz -1 6
Mn -0.830 -0.364 0.520
N -1.985 -0.759 -1.794
C -1.583 -2.144 -2.097
C -1.523 -3.029 -0.842
O -1.957 -4.191 -0.938
N -0.988 -2.414 0.205
C -1.036 -3.108 1.489
C -1.271 -2.145 2.669
O -1.254 -2.599 3.807
O -1.494 -0.903 2.347
H -2.989 -0.681 -1.698
H -1.692 -0.110 -2.513
H -0.577 -2.105 -2.526
H -2.229 -2.648 -2.814
H -0.102 -3.637 1.702
H -1.825 -3.861 1.500
F -3.530 4.277 1.953
C -2.532 3.676 1.259
C -2.387 2.314 1.295
C -1.371 1.694 0.550
C -0.512 2.515 -0.204
C -0.672 3.888 -0.158
F 0.194 4.728 -0.807
C -1.677 4.506 0.551
C 0.542 1.830 -1.035
C 1.337 2.472 -1.991
C 2.268 1.746 -2.718
C 2.396 0.399 -2.497
C 1.559 -0.160 -1.544
N 0.672 0.536 -0.845
H -3.052 1.727 1.920
H -1.774 5.582 0.565
H 1.211 3.528 -2.163
H 2.885 2.242 -3.459
H 3.113 -0.209 -3.032
H 1.584 -1.223 -1.323
C 2.876 -2.185 1.368
C 2.690 -0.717 1.664
O 1.311 -0.531 1.951
H 3.906 -2.389 1.061
H 2.199 -2.496 0.568
H 2.639 -2.783 2.249
H 2.984 -0.108 0.800
H 3.307 -0.410 2.512
H 1.168 0.251 2.495
*
```

The energy above the lowest of the compared OMol25 structures with the same formula, charge and spin comes out at 13.5 kcal per mole. The calculation puts the total energy at -2474.7055 a.u. The LUMO energy (alpha / beta) comes out at 0.09325 / 0.09288 Eh. Its HOMO-LUMO gap (alpha / beta) is 5.953 / 7.405 eV.

Results of the Mulliken charge analysis, in e, for atoms 1 through 4:
1. Mn -0.012
2. N -0.411
3. C -0.513
4. C 0.394

Record 3
A 6-piece molecular cluster, C4H19NO8 overall at a distorted geometry, computed with ωB97M-V/def2-TZVPD.

```
! wB97M-V def2-TZVPD RIJCOSX def2/J DEFGRID3
* xyz 0 1
O -3.160 1.002 1.081
C -2.332 1.861 1.082
O -1.852 2.566 2.056
C -1.531 2.147 -0.259
C -0.020 1.716 0.136
C 0.028 0.229 0.395
O 0.895 2.189 -0.857
N -1.947 1.304 -1.410
H -1.764 1.983 2.894
H -1.770 3.163 -0.542
H 0.266 2.258 1.098
H 0.971 -0.173 -0.234
H -0.970 -0.299 -0.101
H 0.000 0.053 1.477
H 0.222 2.591 -1.582
H -2.890 1.384 -1.783
H -1.850 0.280 -1.186
H 2.767 -3.042 -0.284
H 2.800 -1.425 0.098
O 2.613 -2.291 0.390
H -1.283 -2.966 -0.371
H -1.639 -2.320 0.973
O -1.716 -2.300 0.027
H -0.095 -0.142 -2.870
H 1.494 -0.557 -3.017
O 0.639 -0.617 -2.568
H 4.016 -0.165 0.872
H 3.055 1.081 -0.026
O 3.390 0.196 0.068
H 0.982 -2.647 1.495
H 0.522 -3.935 1.292
O 0.156 -3.123 1.656
*
```

The energy above the lowest of the compared OMol25 structures with the same formula, charge and spin comes out at 83.8 kcal per mole. The calculation puts the total energy at -820.3820 a.u. The LUMO energy comes out at 0.01243 Eh. Its HOMO-LUMO gap is 9.661 eV. As for the SMILES: C[C@@H](O)[C@@H](N)C(=O)O.O.O.O.O.O.

Results of the Mulliken charge analysis, in e, for atoms 1 through 4:
1. O -0.540
2. C 0.335
3. O -0.463
4. C -0.506

Record 4
A 2-piece molecular cluster, C16H14Cl2FNO3 overall at a distorted geometry, computed with ωB97M-V/def2-TZVPD.

```
! wB97M-V def2-TZVPD RIJCOSX def2/J DEFGRID3
* xyz 0 1
Cl -2.203 -4.695 4.923
C -0.758 -5.470 4.418
N 0.468 -4.919 4.803
F 0.486 -3.799 5.508
C 1.671 -5.512 4.404
Cl 3.151 -4.783 4.887
C 1.648 -6.644 3.640
C 0.421 -7.201 3.258
C -0.781 -6.601 3.652
H 2.578 -7.095 3.332
H 0.403 -8.097 2.663
H -1.730 -7.017 3.356
C 5.005 -2.018 7.235
C 4.076 -0.837 7.043
O 2.748 -1.197 7.328
C 1.890 -0.142 7.150
C 0.525 -0.473 7.420
C -0.592 0.390 7.363
C -1.956 -0.127 7.678
C -2.229 -1.437 8.062
C -3.521 -1.830 8.342
C -4.561 -0.928 8.245
C -4.305 0.371 7.863
C -3.016 0.764 7.584
O -0.500 1.578 7.065
O 2.276 0.967 6.800
H 6.049 -1.777 7.030
H 4.938 -2.390 8.256
H 4.712 -2.841 6.583
H 4.332 0.003 7.700
H 4.095 -0.458 6.013
H 0.373 -1.498 7.693
H -1.434 -2.157 8.140
H -3.726 -2.846 8.640
H -5.570 -1.238 8.466
H -5.115 1.077 7.784
H -2.797 1.775 7.285
*
```

The calculation puts the total energy at -1918.5979 a.u. The LUMO energy comes out at -0.12134 Eh. Its HOMO-LUMO gap is 2.199 eV.

Results of the Mulliken charge analysis, in e, for atoms 1 through 4:
1. Cl -0.046
2. C 0.406
3. N 0.099
4. F 0.004

Record 5
A 2-piece molecular cluster, C2H8S overall, computed with ωB97M-V/def2-TZVPD.

```
! wB97M-V def2-TZVPD RIJCOSX def2/J DEFGRID3
* xyz 0 1
C 0.835 0.396 -2.076
H 0.412 -0.470 -2.586
H 0.343 1.262 -2.513
H 0.633 0.335 -1.013
H 1.908 0.428 -2.231
C -0.593 0.174 1.639
S -0.449 -1.362 2.620
H -1.233 -0.006 0.783
H 0.385 0.487 1.294
H -1.082 0.912 2.270
H -1.159 -2.155 1.815
*
```

The energy above the lowest of the compared OMol25 structures with the same formula, charge and spin comes out at 2.4 kcal per mole. The calculation puts the total energy at -479.1618 a.u. The LUMO energy comes out at 0.03369 Eh. Its HOMO-LUMO gap is 10.009 eV. As for the SMILES: CS.C.

Results of the Mulliken charge analysis, in e, for atoms 1 through 4:
1. C -0.654
2. H 0.247
3. H 0.244
4. H -0.068

Record 6
One molecule with the formula C6H11N at a distorted geometry, computed with ωB97M-V/def2-TZVPD.

```
! wB97M-V def2-TZVPD RIJCOSX def2/J DEFGRID3
* xyz 0 1
C -0.207 -2.463 -0.006
C 2.366 0.959 -0.319
C 0.538 -1.359 0.057
C 1.209 0.946 0.302
C -1.737 0.960 -0.584
C -1.296 0.405 0.792
N 0.302 -0.064 0.487
H 0.217 -3.258 -0.444
H -1.209 -2.519 0.323
H 2.814 2.018 -0.213
H 2.736 0.212 -0.992
H 1.632 -1.438 -0.351
H 0.790 1.784 0.929
H -1.390 0.101 -1.330
H -2.809 1.107 -0.508
H -1.169 1.913 -0.623
H -0.977 1.249 1.427
H -1.810 -0.551 1.053
*
```

The energy above the lowest of the compared OMol25 structures with the same formula, charge and spin comes out at 76.4 kcal per mole. The calculation puts the total energy at -289.8499 a.u. The LUMO energy comes out at 0.03749 Eh. Its HOMO-LUMO gap is 8.641 eV. As for the SMILES: C=CN(C=C)CC.

Results of the Mulliken charge analysis, in e, for atoms 1 through 4:
1. C -1.158
2. C -0.961
3. C 0.465
4. C 0.323